Entry 1:
Here is C2H10LiO5 as an isolated structure at a distorted geometry from the Open Molecules 2025 dataset. Energies are from wB97M-V/def2-TZVPD.

ORCA input file:
```
! wB97M-V def2-TZVPD RIJCOSX def2/J DEFGRID3
* xyz -1 1
Li -0.71 0.11 0.86
O -0.40 1.37 -0.83
C 0.83 1.32 -1.54
C 1.43 -0.11 -1.92
O 0.70 -0.80 -2.88
H 1.60 1.93 -1.09
H 0.65 2.04 -2.33
H 1.70 -0.65 -1.01
H 2.44 -0.05 -2.34
O 0.76 -0.92 2.05
H 1.67 -0.84 2.33
H 0.65 -1.85 1.86
O -1.79 -1.60 -0.02
H -2.27 -2.41 0.15
H -1.84 -1.49 -0.97
O -1.59 1.16 2.26
H -1.86 2.07 2.37
H -1.93 0.72 3.04
*
```

Output
**F_max**: 0.0628 Eh/bohr
**E**: -12677.2651 eV



Entry 2:
Here is one molecule with the formula C20H23N3O4S2 from the Open Molecules 2025 dataset. Energies are from wB97M-V/def2-TZVPD.

ORCA input file:
```
! wB97M-V def2-TZVPD RIJCOSX def2/J DEFGRID3
* xyz 0 1
C -6.14 -0.23 0.49
O -5.71 -1.55 0.78
C -5.09 -2.21 -0.28
C -3.75 -1.60 -0.71
C -2.82 -1.44 0.49
N -1.64 -0.67 0.16
C -0.49 -1.28 -0.25
N 0.60 -0.64 -0.56
C 0.57 0.70 -0.47
C -0.55 1.43 -0.09
C -0.27 2.82 -0.09
C 1.01 3.10 -0.44
S 1.95 1.69 -0.81
C 1.32 4.55 -0.46
H 2.25 4.80 0.05
H 1.40 4.91 -1.49
C 0.08 5.14 0.25
H -0.24 6.08 -0.21
H 0.32 5.34 1.29
C -1.03 4.07 0.19
H -1.61 4.00 1.11
H -1.74 4.26 -0.62
C -1.77 0.73 0.23
O -2.83 1.23 0.55
S -0.49 -3.03 -0.38
C 1.10 -3.36 -1.20
H 1.27 -2.54 -1.90
C 2.27 -3.53 -0.24
O 2.84 -4.59 -0.09
N 2.60 -2.39 0.39
H 2.09 -1.54 0.14
C 3.75 -2.26 1.26
C 4.66 -1.19 0.76
C 5.77 -1.24 -0.04
C 6.17 0.10 -0.24
C 5.28 0.86 0.45
O 4.36 0.09 1.05
H 5.19 1.92 0.58
H 7.01 0.44 -0.81
H 6.24 -2.12 -0.43
H 4.25 -3.23 1.27
H 3.41 -2.01 2.27
H 0.94 -4.30 -1.74
H -2.52 -2.42 0.88
H -3.35 -0.89 1.27
H -3.92 -0.62 -1.15
H -3.29 -2.24 -1.46
H -4.92 -3.23 0.08
H -5.76 -2.25 -1.16
H -5.30 0.46 0.41
H -6.77 0.07 1.33
H -6.73 -0.21 -0.43
*
```

Output
**Energy above the lowest of the compared OMol25 structures with the same formula, charge and spin**: 0.492 eV
**SMILES string**: COCCCn1c(SCC(=O)NCc2ccco2)nc2sc3c(c2c1=O)CCC3
**F_max**: 0.0186 Eh/bohr
**E**: -55444.5551 eV



Entry 3:
Here is an isolated ion of composition C5H6ClN2 and charge +1 at a distorted geometry from the Open Molecules 2025 dataset. Energies are from wB97M-V/def2-TZVPD.

ORCA input file:
```
! wB97M-V def2-TZVPD RIJCOSX def2/J DEFGRID3
* xyz 1 1
C 2.09 1.18 -0.07
C 3.05 0.19 0.01
C -1.16 -0.53 0.23
C -0.23 0.47 0.06
C -2.61 -0.58 -0.13
N 1.64 -0.92 0.24
N 1.06 0.17 0.21
Cl 4.60 -0.22 0.02
H 1.91 2.20 0.02
H -0.85 -1.57 0.40
H -0.48 1.49 -0.13
H -3.02 -1.65 -0.02
H -3.22 0.06 0.34
H -2.76 -0.28 -1.19
*
```

Output
**Energy above the lowest of the compared OMol25 structures with the same formula, charge and spin**: 4.490 eV
**SMILES string**: C/C=C/[N+]1=CC(Cl)=N1
**F_max**: 0.0964 Eh/bohr
**E**: -20771.5119 eV



Entry 4:
Here is a 6-piece molecular cluster, C45H45ClO26 overall at a distorted geometry from the Open Molecules 2025 dataset. Energies are from wB97M-V/def2-TZVPD.

ORCA input file:
```
! wB97M-V def2-TZVPD RIJCOSX def2/J DEFGRID3
* xyz 0 1
C -0.10 6.45 2.87
C -1.43 5.80 3.18
O -1.78 4.75 2.27
C -1.11 3.58 2.26
Cl -0.45 3.10 3.84
O 0.04 3.60 1.37
C 0.16 2.38 0.81
O 1.15 2.00 0.24
O -0.95 1.66 0.98
C -1.96 2.52 1.55
C -3.17 1.85 2.17
C -3.17 1.20 3.57
C -2.77 -0.29 3.60
C -1.31 -0.63 3.23
C -0.52 -1.30 4.38
C 0.43 -0.34 5.10
C 1.50 -1.06 5.95
C 2.77 -0.21 6.16
O 3.98 -0.80 5.63
C 4.23 -0.47 4.34
C 5.58 0.14 4.12
O 3.41 -0.65 3.46
H 0.13 7.18 3.65
H 0.72 5.73 2.86
H -0.12 6.95 1.90
H -1.48 5.44 4.21
H -2.24 6.53 3.06
H -2.36 3.11 0.71
H -3.93 2.64 2.16
H -3.52 1.09 1.46
H -2.58 1.76 4.29
H -4.20 1.25 3.92
H -2.96 -0.64 4.62
H -3.47 -0.84 2.97
H -0.79 0.29 2.96
H -1.31 -1.30 2.37
H 0.10 -2.09 3.93
H -1.20 -1.78 5.09
H -0.16 0.30 5.78
H 0.94 0.29 4.37
H 1.10 -1.30 6.93
H 1.80 -1.98 5.44
H 2.97 -0.05 7.22
H 2.64 0.78 5.70
H 6.05 -0.30 3.24
H 6.22 0.00 4.99
H 5.44 1.21 3.96
C 0.33 -7.54 5.37
C -0.51 -6.50 5.35
C -0.38 -5.36 4.36
O -1.21 -4.48 4.43
C 0.71 -5.40 3.40
C 1.55 -6.44 3.42
C 1.42 -7.58 4.41
O 2.23 -8.48 4.32
O 2.56 -6.59 2.58
O -1.53 -6.36 6.18
H 0.25 -8.35 6.08
H 0.80 -4.58 2.70
H 3.04 -7.41 2.83
H -1.97 -5.52 5.93
C 1.58 3.73 -4.52
C 1.10 3.41 -3.31
C -0.38 3.47 -3.00
O -0.74 3.16 -1.88
C -1.30 3.89 -4.04
C -0.81 4.20 -5.25
C 0.67 4.13 -5.56
O 0.98 4.42 -6.70
O -1.56 4.58 -6.27
O 1.87 3.03 -2.32
H 2.63 3.69 -4.76
H -2.35 3.92 -3.81
H -0.96 4.75 -7.03
H 1.35 2.78 -1.53
C 7.18 -5.40 0.57
C 7.56 -4.51 -0.35
C 6.59 -3.57 -1.04
O 7.07 -2.80 -1.85
C 5.19 -3.65 -0.70
C 4.80 -4.54 0.22
C 5.78 -5.46 0.93
O 5.30 -6.20 1.77
O 3.54 -4.70 0.60
O 8.81 -4.36 -0.76
H 7.87 -6.06 1.07
H 4.50 -2.99 -1.21
H 3.52 -5.41 1.28
H 8.79 -3.64 -1.43
C -6.18 0.04 -3.42
C -5.96 1.34 -3.20
C -4.81 1.84 -2.36
O -4.71 3.04 -2.23
C -3.92 0.87 -1.75
C -4.14 -0.44 -1.97
C -5.28 -0.93 -2.83
O -5.37 -2.14 -2.97
O -3.39 -1.40 -1.47
O -6.72 2.31 -3.69
H -7.00 -0.33 -4.03
H -3.10 1.24 -1.16
H -3.77 -2.24 -1.80
H -6.32 3.15 -3.38
C -3.19 1.46 -10.17
C -3.00 2.77 -9.96
C -1.75 3.30 -9.29
O -1.68 4.51 -9.14
C -0.73 2.37 -8.86
C -0.93 1.06 -9.06
C -2.17 0.53 -9.74
O -2.24 -0.68 -9.88
O -0.08 0.12 -8.69
O -3.86 3.71 -10.30
H -4.08 1.07 -10.65
H 0.15 2.77 -8.37
H -0.48 -0.73 -8.96
H -3.46 4.56 -10.02
*
```

Output
**Energy above the lowest of the compared OMol25 structures with the same formula, charge and spin**: 0.000 eV
**SMILES string**: CCO[C@]1(Cl)OC(=O)O[C@H]1CCCCCCCCOC(C)=O.O=C1C=C(O)C(=O)C=C1O.O=C1C=C(O)C(=O)C=C1O.O=C1C=C(O)C(=O)C=C1O.O=C1C=C(O)C(=O)C=C1O.O=C1C=C(O)C(=O)C=C1O
**F_max**: 0.0250 Eh/bohr
**E**: -113150.6341 eV



Entry 5:
Here is C25H76F2MnNO29S8 as an isolated structure at a distorted geometry from the Open Molecules 2025 dataset. Energies are from wB97M-V/def2-TZVPD.

ORCA input file:
```
! wB97M-V def2-TZVPD RIJCOSX def2/J DEFGRID3
* xyz 1 6
Mn -0.40 2.24 -0.47
N -0.07 0.86 1.29
S 1.19 1.42 2.14
O 2.45 0.86 1.70
O 1.05 1.87 3.47
F 1.03 2.85 1.32
S -0.27 -0.76 1.18
O -1.65 -1.15 0.98
O 0.60 -1.49 2.05
F 0.27 -1.03 -0.34
O -0.88 1.78 -3.76
S -1.66 0.84 -3.05
O -1.57 0.93 -1.54
O -3.18 0.95 -3.31
C -3.83 2.25 -3.04
C -5.00 2.60 -4.01
C -1.42 -0.74 -3.48
H -3.00 3.01 -2.94
H -4.22 2.07 -2.06
H -4.57 2.74 -5.01
H -5.39 3.52 -3.59
H -5.70 1.72 -4.11
H -2.29 -1.26 -3.17
H -0.46 -1.15 -3.13
H -1.50 -0.72 -4.58
O 3.51 2.86 -1.75
S 2.91 1.54 -1.64
O 1.56 1.57 -1.11
O 2.72 0.86 -3.07
C 2.62 1.58 -4.38
C 3.78 1.06 -5.05
C 3.84 0.37 -0.88
H 2.55 2.68 -4.32
H 1.69 1.36 -4.92
H 3.78 -0.04 -5.23
H 4.67 1.31 -4.53
H 3.85 1.43 -6.11
H 4.67 -0.01 -1.47
H 3.11 -0.45 -0.63
H 4.16 0.68 0.12
O 5.95 -1.86 -1.55
S 6.94 -2.73 -0.97
O 8.26 -2.31 -0.65
O 6.45 -3.22 0.40
C 5.05 -3.25 0.77
C 4.93 -4.32 1.85
C 7.13 -4.17 -1.94
H 4.49 -3.66 -0.07
H 4.71 -2.25 1.13
H 3.95 -4.61 2.06
H 5.42 -4.01 2.76
H 5.45 -5.28 1.53
H 6.23 -4.61 -2.33
H 7.78 -4.91 -1.40
H 7.70 -3.90 -2.83
O -4.44 2.99 0.07
S -3.36 3.11 0.92
O -2.04 3.27 0.34
O -3.46 4.31 1.98
C -3.60 5.64 1.45
C -2.48 6.45 2.16
C -3.54 1.75 1.95
H -4.61 6.01 1.57
H -3.61 5.61 0.35
H -1.52 5.95 1.79
H -2.57 6.46 3.21
H -2.51 7.48 1.76
H -2.65 1.66 2.57
H -3.60 0.88 1.28
H -4.46 1.76 2.50
O 0.91 -2.78 -3.43
S 1.89 -3.62 -2.79
O 3.02 -3.03 -2.14
O 1.16 -4.60 -1.80
C -0.27 -4.96 -1.99
C -0.50 -6.17 -1.10
C 2.42 -4.74 -4.04
H -0.47 -5.04 -3.11
H -0.85 -4.13 -1.64
H 0.22 -7.00 -1.40
H -1.49 -6.62 -1.26
H -0.33 -6.00 -0.04
H 2.94 -4.18 -4.84
H 1.51 -5.27 -4.44
H 3.13 -5.45 -3.63
O 1.74 -1.00 7.63
S 1.06 -0.86 6.36
O -0.09 -1.63 6.01
O 0.65 0.64 6.14
C 0.74 1.67 7.14
C -0.64 1.78 7.72
C 2.28 -1.03 5.03
H 1.09 2.57 6.58
H 1.52 1.41 7.89
H -1.25 1.82 6.85
H -0.78 2.68 8.28
H -0.96 1.03 8.35
H 2.59 -2.09 5.04
H 3.17 -0.38 5.25
H 1.74 -0.94 4.12
C 0.31 7.54 -0.38
O 0.11 6.12 -0.23
H 0.95 7.67 -1.28
H -0.70 7.99 -0.46
H 0.71 7.97 0.56
H 0.90 5.77 0.19
C 3.92 5.34 0.30
O 2.53 5.18 -0.24
H 4.56 5.66 -0.55
H 3.95 6.10 1.09
H 4.36 4.37 0.69
H 2.31 4.21 -0.17
C -5.92 -8.28 -0.86
O -5.00 -7.77 -1.78
H -5.63 -7.74 0.07
H -6.89 -8.03 -1.22
H -5.79 -9.35 -0.76
H -5.22 -7.85 -2.69
C 0.55 4.45 -2.84
O 0.01 4.00 -1.63
H 0.36 3.73 -3.64
H 0.09 5.41 -3.00
H 1.62 4.70 -2.73
H -0.05 4.83 -1.07
C -2.76 -1.16 4.40
O -1.92 -0.02 4.06
H -3.59 -0.94 5.00
H -3.11 -1.49 3.40
H -2.09 -1.93 4.89
H -1.42 0.17 4.91
C -5.63 -0.56 -0.94
O -4.29 -0.30 -0.55
H -6.07 -1.10 -0.10
H -6.18 0.30 -1.19
H -5.65 -1.22 -1.81
H -3.85 -1.12 -0.31
C -3.99 -4.29 0.07
O -3.36 -3.18 -0.66
H -4.99 -3.99 0.46
H -4.24 -5.07 -0.70
H -3.33 -4.66 0.86
H -2.66 -2.74 -0.17
*
```

Output
**F_max**: 0.0856 Eh/bohr
**E**: -211451.9433 eV
**⟨S²⟩**: 8.7522



Entry 6:
Here is one molecule with the formula C3H6N2O at a distorted geometry from the Open Molecules 2025 dataset. Energies are from wB97M-V/def2-TZVPD.

ORCA input file:
```
! wB97M-V def2-TZVPD RIJCOSX def2/J DEFGRID3
* xyz 0 1
N 1.25 0.68 0.21
C 0.29 -0.25 0.79
C -0.99 -0.18 -0.06
O -1.38 1.15 -0.26
C -0.73 -0.88 -1.35
N -0.46 -1.44 -2.33
H 1.99 0.90 0.88
H 1.69 0.29 -0.61
H 0.64 -1.29 0.84
H 0.04 0.08 1.80
H -1.81 -0.70 0.44
H -0.53 1.64 -0.34
*
```

Output
**Energy above the lowest of the compared OMol25 structures with the same formula, charge and spin**: 1.282 eV
**SMILES string**: N#C[C@H](O)CN
**F_max**: 0.0219 Eh/bohr
**E**: -8235.4168 eV



Entry 7:
Here is a 8-piece molecular cluster, CH18O8 overall at a distorted geometry from the Open Molecules 2025 dataset. Energies are from wB97M-V/def2-TZVPD.

ORCA input file:
```
! wB97M-V def2-TZVPD RIJCOSX def2/J DEFGRID3
* xyz -1 2
O -13.12 15.46 12.18
H -13.22 16.33 12.57
H -12.33 15.48 11.62
H -13.87 15.24 11.62
C -11.80 18.48 12.21
O -12.62 17.87 13.24
H -10.84 17.98 12.12
H -12.12 18.43 11.17
H -11.66 19.54 12.40
O -12.07 17.25 15.89
H -12.36 17.56 15.03
H -11.30 17.77 16.09
O -14.77 14.48 14.28
H -14.62 14.08 15.14
H -15.09 13.76 13.74
O -15.00 19.23 13.08
H -14.14 18.82 13.08
H -15.05 19.68 12.23
O -15.32 15.03 10.89
H -16.19 14.65 10.83
H -14.75 14.40 10.45
O -10.75 15.58 11.01
H -10.28 15.03 11.64
H -10.23 16.39 10.97
O -13.66 13.25 9.44
H -13.27 12.39 9.61
H -14.31 13.09 8.75
*
```

Output
**Energy above the lowest of the compared OMol25 structures with the same formula, charge and spin**: 1.557 eV
**F_max**: 0.0670 Eh/bohr
**E**: -17706.9958 eV
**⟨S²⟩**: 0.7503



Entry 8:
Here is a 2-piece molecular cluster, C4H12N3 overall at a distorted geometry from the Open Molecules 2025 dataset. Energies are from wB97M-V/def2-TZVPD.

ORCA input file:
```
! wB97M-V def2-TZVPD RIJCOSX def2/J DEFGRID3
* xyz 0 2
C 2.79 1.05 -1.85
C 2.05 1.04 -0.73
N 0.69 1.40 -0.70
H 2.26 1.13 -2.83
H 3.80 0.72 -1.86
H 2.46 0.70 0.24
H 0.41 1.87 -1.53
H 0.50 1.99 0.11
C -1.35 -0.80 1.66
C -1.68 -0.83 0.34
N -0.55 -0.92 -0.61
N -2.32 -0.72 2.68
H -0.31 -0.86 1.93
H -2.72 -0.78 -0.02
H 0.08 0.12 -0.59
H 0.01 -1.70 -0.40
H -0.87 -1.00 -1.58
H -3.19 -1.01 2.32
H -2.06 -1.39 3.41
*
```

Output
**Energy above the lowest of the compared OMol25 structures with the same formula, charge and spin**: 3.232 eV
**F_max**: 0.0603 Eh/bohr
**E**: -8807.8199 eV
**⟨S²⟩**: 0.7505